1.
{
  "formula": "C4H13NO2",
  "method": "the ωB97M-V functional and the def2-TZVPD basis",
  "gap_ev": 10.1,
  "total_charge": 0,
  "relative_energy_kcal_mol": 24.8,
  "lumo_energy_ev": 0.81,
  "smiles": "C/C=C/CN.O.O",
  "molar_mass_g_mol": 107.153,
  "elements": ["C", "C", "C", "C", "N", "H", "H", "H", "H", "H", "H", "H", "H", "H", "O", "H", "H", "O", "H", "H"],
  "coordinates": [[-1.60181, 2.00922, -1.26184], [-0.41738, 2.05088, -0.35121], [0.61701, 1.23251, -0.40689], [1.63102, 1.10519, 0.70282], [1.44596, -0.27980, 1.23342], [-1.58510, 2.78661, -2.02465], [-1.63164, 1.04417, -1.77008], [-2.51090, 2.10478, -0.67132], [-0.45011, 2.74335, 0.47869], [0.67106, 0.38438, -1.07443], [2.65052, 1.20779, 0.34522], [1.36036, 1.81052, 1.49185], [2.25695, -0.68581, 1.68629], [0.73597, -0.21343, 1.95862], [-1.33739, -1.41278, -0.56375], [-0.42602, -1.28360, -0.28601], [-1.89922, -1.56692, 0.19923], [-0.05729, -4.49673, 0.40138], [0.82762, -4.11127, 0.44747], [-0.27961, -4.42906, -0.53480]]
}

***

2.
{
  "formula": "C36H49ClKN4O2S5Sb",
  "method": "the ωB97M-V functional and the def2-TZVPD basis",
  "gap_ev": 4.6,
  "total_charge": -2,
  "relative_energy_kcal_mol": 5.5,
  "lumo_energy_ev": 3.68,
  "molar_mass_g_mol": 926.460,
  "elements": ["K", "Cl", "C", "C", "C", "C", "O", "C", "C", "N", "C", "C", "C", "C", "C", "C", "C", "C", "N", "C", "C", "H", "H", "H", "H", "H", "H", "H", "H", "H", "H", "S", "C", "S", "C", "C", "S", "S", "S", "C", "N", "C", "C", "O", "N", "C", "C", "H", "H", "H", "H", "H", "H", "H", "H", "H", "H", "H", "H", "C", "C", "C", "C", "Sb", "C", "C", "C", "C", "C", "C", "C", "C", "H", "H", "H", "H", "H", "H", "H", "H", "H", "H", "H", "H", "H", "H", "H", "H", "H", "H", "H", "H", "H", "H", "H", "H", "H", "H", "H"],
  "coordinates": [[0.11392, 0.45619, 0.30697], [-5.48097, 1.19614, 5.09513], [-4.15325, 0.56692, 4.13437], [-2.96254, 0.17982, 4.77054], [-1.91780, -0.31078, 4.03541], [-1.97694, -0.46750, 2.60421], [-0.99361, -0.90514, 1.94960], [-3.22225, -0.05331, 1.98761], [-3.43937, -0.06120, 0.56289], [-2.66011, -0.54372, -0.33374], [-3.06017, -0.49211, -1.66327], [-4.34301, -0.74750, -2.10151], [-4.67569, -0.67956, -3.46988], [-3.74011, -0.36155, -4.41210], [-2.40171, -0.12728, -4.01609], [-1.37145, 0.20395, -4.92736], [-0.09885, 0.39301, -4.47180], [0.15418, 0.21732, -3.09286], [-0.77742, -0.06595, -2.22365], [-2.05070, -0.22181, -2.64751], [-4.26864, 0.46649, 2.77435], [-2.87897, 0.28948, 5.84584], [-0.98242, -0.58035, 4.51246], [-4.37325, 0.43622, 0.25551], [-5.10363, -1.02061, -1.38200], [-5.69810, -0.88453, -3.76711], [-3.99785, -0.29892, -5.46395], [-1.61762, 0.30617, -5.97924], [0.71578, 0.65682, -5.13422], [1.16656, 0.33840, -2.69822], [-5.18199, 0.79212, 2.28608], [7.52559, 3.72022, 1.57278], [5.99994, 3.06015, 1.31830], [4.61847, 3.42643, 2.25420], [3.41098, 2.44188, 1.42940], [3.89178, 1.73263, 0.37401], [3.14186, 0.64013, -0.76163], [5.61349, 1.95774, 0.07415], [1.81802, 2.60096, 2.12468], [-0.57678, 5.39722, 1.80741], [-0.87238, 4.24577, 0.98252], [-1.74831, 3.24276, 1.58154], [-0.12067, 3.79283, -0.07553], [-0.45487, 2.75090, -0.64295], [0.87793, 4.56547, -0.67321], [1.93729, 5.30220, 0.03148], [1.45217, 3.92739, -1.86261], [-1.40794, 5.53900, 2.49595], [-0.49675, 6.29943, 1.20277], [0.33051, 5.24981, 2.40113], [-2.38490, 3.71917, 2.32376], [-1.17181, 2.46316, 2.08991], [-2.37774, 2.78122, 0.82292], [1.56223, 6.01578, 0.74595], [2.48446, 5.86425, -0.72547], [2.62174, 4.62534, 0.54064], [0.70242, 3.30380, -2.33791], [2.30387, 3.28843, -1.60072], [1.78119, 4.70888, -2.55428], [0.58712, -3.63828, -3.07244], [1.33098, -4.10503, -1.81427], [1.45668, -5.62609, -1.86106], [2.72369, -3.46545, -1.85181], [0.26636, -3.14340, -0.11116], [1.54394, -3.63278, 1.63159], [2.58574, -2.50802, 1.68526], [0.69732, -3.53962, 2.90587], [2.24612, -4.98731, 1.60650], [-1.46883, -4.48679, 0.19805], [-2.37538, -3.80411, 1.22803], [-1.16485, -5.91292, 0.65586], [-2.22902, -4.54336, -1.13027], [1.15242, -3.94048, -3.96748], [0.48570, -2.54657, -3.09463], [-0.41393, -4.06776, -3.15186], [2.05548, -5.91759, -2.74007], [0.48113, -6.11040, -1.96198], [1.94670, -6.03536, -0.97903], [3.21522, -3.71234, -2.80514], [3.37084, -3.82289, -1.04848], [2.68233, -2.37194, -1.77397], [2.11225, -1.53418, 1.84466], [3.18578, -2.41938, 0.77469], [3.27090, -2.68138, 2.52756], [0.13139, -2.60181, 2.93781], [1.37004, -3.56363, 3.77589], [0.00304, -4.37755, 3.00859], [2.96008, -5.07380, 0.78766], [1.53982, -5.81793, 1.53402], [2.81190, -5.11251, 2.54270], [-1.90273, -3.71866, 2.20917], [-3.29700, -4.39497, 1.34368], [-2.64512, -2.79045, 0.90938], [-0.71724, -5.93414, 1.65062], [-0.49475, -6.43921, -0.02490], [-2.10483, -6.48706, 0.70885], [-2.41223, -3.54108, -1.53730], [-3.20806, -5.02069, -0.97256], [-1.69664, -5.12897, -1.88375]]
}

***

3.
{
  "formula": "CH4N6",
  "method": "the ωB97M-V functional and the def2-TZVPD basis",
  "gap_ev": 9.7,
  "total_charge": 0,
  "relative_energy_kcal_mol": 7.9,
  "lumo_energy_ev": 1.10,
  "smiles": "NN=c1[nH]nn[nH]1",
  "molar_mass_g_mol": 100.085,
  "elements": ["N", "N", "C", "N", "N", "N", "N", "H", "H", "H", "H"],
  "coordinates": [[-1.27159, -1.52726, -0.30762], [0.02678, -1.03935, -0.75036], [0.28413, 0.07704, -0.18083], [-0.34274, 0.79506, 0.81547], [0.38588, 1.88875, 1.18101], [1.45823, 1.90262, 0.49136], [1.41759, 0.86178, -0.35802], [-1.12792, -2.46787, 0.04945], [-1.81509, -1.71312, -1.16953], [-1.21437, 0.51606, 1.22094], [2.19911, 0.70629, -0.99186]]
}

***

4.
{
  "formula": "C3H9N",
  "method": "the ωB97M-V functional and the def2-TZVPD basis",
  "gap_ev": 10.6,
  "total_charge": 0,
  "relative_energy_kcal_mol": 24.4,
  "lumo_energy_ev": 1.07,
  "smiles": "C=CC.N",
  "molar_mass_g_mol": 59.112,
  "elements": ["C", "C", "C", "H", "H", "H", "H", "H", "H", "N", "H", "H", "H"],
  "coordinates": [[-1.03267, 1.63012, -0.53032], [-0.65902, 0.80037, -1.50152], [0.32099, -0.32531, -1.34089], [-1.76140, 2.40907, -0.72764], [-0.71974, 1.47033, 0.49660], [-0.90649, 1.16953, -2.49391], [1.32302, 0.06439, -1.15062], [0.05093, -1.14015, -0.68430], [0.51711, -0.69801, -2.35591], [0.57795, -1.13682, 2.63343], [1.05489, -1.07486, 1.73751], [1.31149, -1.26546, 3.31803], [-0.07706, -1.90320, 2.59955]]
}